Entry 1:
DFT (the ωB97M-V functional and the def2-TZVPD basis) results for a 2-piece molecular cluster, C11H27BIN2O3P overall.

Calculated values
HOMO: -0.22854 hartree
LUMO level: -4.1 eV
charge: 0
orbital gap: 0.07639 Eh
2S+1: 1

```
46
Properties=species:S:1:pos:R:3:forces:R:3
C 6.5366 2.5179 -0.0146 0.716 0.420 -0.076
N 6.3212 1.9397 -1.3441 -0.418 0.715 0.145
C 4.8960 1.9283 -1.7466 -0.395 -0.381 0.035
B 3.8621 1.4134 -0.5845 0.520 0.114 -0.650
I 2.2625 0.2098 -1.6389 -0.194 -0.131 -0.284
P 3.0245 2.8588 0.4125 0.605 0.695 1.305
O 3.0117 4.2436 -0.5216 -0.779 -0.947 -0.331
O 1.3870 2.5237 0.6405 0.181 0.377 -0.638
H 5.9240 3.4128 0.1897 -0.106 -0.295 0.091
H 6.4376 1.7810 0.7842 -0.325 0.072 -0.119
H 7.5774 2.8681 0.0352 -0.113 -0.123 -0.003
H 6.7677 2.5898 -1.9830 0.200 -0.289 -0.075
H 4.5538 2.8929 -2.1692 0.266 -0.036 0.120
H 4.8041 1.2051 -2.5650 0.068 0.137 0.049
H 4.4407 0.7274 0.2017 -0.323 -0.299 0.178
H 2.6178 4.0055 -1.3799 0.233 0.338 -0.069
H 0.9539 3.3876 0.7047 -0.008 -0.196 0.210
C -3.1113 -3.4646 -0.0416 0.405 -0.079 -0.183
C -3.5793 -2.2098 0.7500 -0.769 -3.506 -1.059
C -4.2905 -1.2084 -0.1813 0.442 1.142 -0.176
C -3.3525 -0.3965 -1.0707 0.102 -0.108 0.094
C -2.2644 0.2711 -0.2349 -1.213 -0.037 -0.039
C -1.4766 -0.7300 0.6201 3.675 -0.586 -1.357
N -2.4067 -1.5829 1.4409 -3.038 4.037 -1.397
O -2.8036 -0.9401 2.3817 0.561 -0.640 2.162
C -0.5998 -1.5935 -0.3017 -0.407 -0.473 -0.251
C -0.4735 0.0224 1.4914 -0.505 0.096 0.713
C -4.6276 -2.7394 1.7342 0.168 0.581 0.757
H -2.0613 -3.6969 0.1237 0.017 0.108 -0.037
H -3.6480 -4.3592 0.2696 -0.166 0.151 0.045
H -3.2623 -3.3550 -1.1155 0.086 0.069 0.025
H -4.8761 -0.5067 0.4223 0.096 -0.093 0.187
H -5.0065 -1.7461 -0.8039 0.083 -0.314 0.219
H -2.9114 -1.0299 -1.8434 0.030 0.010 0.025
H -3.9238 0.3726 -1.5948 -0.023 -0.052 0.011
H -1.5712 0.8038 -0.8883 0.332 -0.221 0.213
H -2.7229 1.0280 0.4116 0.040 -0.105 0.152
H -0.0623 -2.3555 0.2656 0.036 0.060 0.017
H 0.1423 -0.9598 -0.7893 -0.163 -0.033 0.263
H -1.1507 -2.0908 -1.0994 -0.065 -0.022 0.068
H -0.9456 0.7801 2.1170 -0.051 -0.068 0.038
H 0.2520 0.5390 0.8637 -0.087 -0.116 -0.168
H 0.0760 -0.6646 2.1379 -0.002 -0.009 -0.029
H -4.1785 -3.4170 2.4626 0.006 -0.007 -0.030
H -5.3940 -3.2895 1.1918 0.173 0.020 -0.197
H -5.1347 -1.9416 2.2763 0.109 0.022 0.047
```
Positions in Å, forces in eV/Å.

***

Entry 2:
DFT (the ωB97M-V functional and the def2-TZVPD basis) results for C4H6O7Sn as an isolated structure.

Calculated values
HOMO (alpha / beta): -0.36901 / -0.53611 hartree
LUMO level (alpha / beta): -3.9 / -3.9 eV
<S²>: 0.75
ΔE to the lowest compared entry with this formula, charge and spin: 33.4 kJ/mol
charge: +1
orbital gap (alpha / beta): 0.22539 / 0.39462 Eh
2S+1: 2

```
18
Properties=species:S:1:pos:R:3:forces:R:3
O 0.5766 1.9697 0.2722 -0.760 -2.015 1.851
C 0.0226 0.9166 0.9488 0.997 2.052 -0.741
C 1.0117 -0.2254 1.1688 -0.118 0.316 -0.059
O 1.9790 0.2091 2.1373 0.226 -1.969 -0.136
C 1.4217 0.8736 3.1143 -0.209 3.373 -1.498
O 0.3873 1.5116 2.8574 0.214 -0.982 1.080
O 2.2219 1.0918 4.1078 0.486 -0.485 0.448
H 0.0315 2.7638 0.3358 -0.263 0.074 -0.049
H -0.9771 0.9006 1.3895 0.452 0.229 -0.663
H 1.5823 -0.4514 0.2627 -0.179 0.152 0.193
H 0.5038 -1.1124 1.5567 -0.030 0.119 -0.153
H 2.1245 1.9907 4.4572 -0.425 -0.160 0.242
O -0.0116 -1.3359 -1.9377 0.645 -0.173 0.379
C -0.5322 -0.1408 -1.8038 -0.839 -0.666 1.605
O -0.9598 0.2807 -0.6609 0.087 -0.878 -0.897
O -0.8014 0.5217 -2.8209 2.684 -1.732 -1.884
Sn -2.2844 1.6713 -2.3069 -2.837 2.495 0.861
H 0.0458 -1.7809 -1.0671 -0.131 0.248 -0.580
```
Positions in Å, forces in eV/Å.

***

Entry 3:
DFT (the ωB97M-V functional and the def2-TZVPD basis) results for a 5-piece molecular cluster, C49H64N6O20PS overall.

Calculated values
HOMO: -0.41082 hartree
LUMO level: -4.2 eV
charge: +1
orbital gap: 0.25469 Eh
2S+1: 1

```
141
Properties=species:S:1:pos:R:3:forces:R:3
C -1.3450 -1.5755 1.6337 2.450 0.018 0.706
C 0.1509 -1.8048 1.0336 -1.958 0.194 0.215
C 0.1761 -1.0955 -0.3871 -0.079 0.109 0.405
C 1.6525 -0.5672 -0.8515 -1.635 -0.714 0.643
C 2.5384 -1.8713 -0.7773 1.546 -1.139 0.693
C 2.0238 -3.2693 -1.3181 0.454 -1.367 -0.299
C 2.0159 0.5292 0.3129 -1.421 -0.509 1.097
C 3.0252 0.1610 1.4301 3.698 -0.307 -0.054
C 4.6248 0.0253 0.8826 0.429 -3.062 1.773
C 5.2564 -1.5158 1.0151 2.056 5.309 2.097
O 5.6344 -0.2660 1.9464 -2.747 1.243 -2.930
N 2.1885 1.9293 -0.2734 -2.062 -0.130 -0.668
C 2.5003 2.9843 0.7013 -1.212 1.219 0.919
C 4.0091 3.4646 0.8217 -0.552 -0.173 -0.554
S 4.3487 4.2115 2.5179 -0.733 -0.821 0.715
C 3.6873 3.1475 3.8410 -0.784 -4.165 3.317
N 4.3151 2.1608 4.6538 -1.666 2.774 -2.381
N 3.4215 1.6066 5.4794 -3.842 0.956 0.118
C 2.1108 2.1521 5.2995 7.013 0.310 -2.351
O 2.3334 3.1055 4.2788 -1.103 0.162 -0.003
C 0.8308 2.0653 -0.8423 2.188 -0.920 -0.069
N -0.1730 2.6477 -0.2311 -0.194 0.062 -0.357
C -1.5844 2.7315 -0.7444 -1.043 0.499 -0.867
C -2.5527 3.4698 0.2950 0.316 -1.083 0.149
C -2.4982 2.8651 1.7640 -0.443 1.567 0.699
O -3.0065 1.5184 1.8568 0.778 0.822 0.270
N 0.6749 1.3922 -2.0923 0.983 2.253 1.914
P 0.5388 2.5874 -3.3303 -3.977 0.188 -3.457
N -0.7534 2.3979 -4.2811 1.746 -0.434 1.663
C 1.4916 0.1401 -2.3018 -0.352 -1.843 -0.944
C 0.4204 -0.6072 -3.2752 -1.514 0.154 -0.734
O 0.6830 -1.9572 -3.6118 -0.449 0.043 0.506
C -0.4825 -2.6721 -4.0602 -1.047 -0.421 -0.734
C 2.7577 0.3339 -3.2222 0.975 1.226 -1.685
C 3.7735 1.5308 -2.8874 0.180 0.034 -0.632
C 3.5955 -0.9571 -3.6946 1.556 -0.863 0.131
C 5.1450 -0.9516 -3.2138 -0.293 -0.070 -0.038
H -1.4850 -0.4488 1.6665 -0.334 -1.456 -0.215
H -2.1359 -2.1315 1.0659 1.147 0.757 0.747
H -1.2555 -1.9032 2.7302 -0.656 0.215 -1.564
H 0.2670 -2.9263 0.9348 0.365 1.358 0.143
H 0.8405 -1.3750 1.8166 -0.473 -0.561 -1.110
H -0.2740 -1.8493 -1.0979 0.730 0.996 0.513
H -0.5752 -0.2271 -0.3286 1.141 -1.009 -0.188
H 3.6142 -1.7421 -1.1566 -1.710 0.120 0.347
H 2.7301 -2.1616 0.3200 -0.546 1.076 -1.461
H 2.1671 -3.4784 -2.4217 -0.307 0.658 1.238
H 2.6669 -4.0875 -0.8212 -0.826 1.346 -0.529
H 0.9637 -3.5659 -1.0595 1.158 0.669 -0.291
H 1.0364 0.7025 0.9111 1.304 -0.903 -0.568
H 2.9023 -0.8443 1.9537 -0.459 1.373 -1.069
H 3.0495 0.8992 2.2945 -0.161 -0.602 -1.268
H 4.9536 0.6616 -0.0588 -0.505 -1.468 2.124
H 6.2886 -1.4671 0.5416 -1.730 -1.559 -0.028
H 5.0251 -2.1162 1.9432 -0.411 -0.341 -2.130
H 2.0104 2.7032 1.7049 1.073 0.491 -1.094
H 1.9170 3.9155 0.3817 1.056 -1.438 0.370
H 4.7953 2.7224 0.5013 -0.999 0.603 0.722
H 4.1217 4.3625 0.1157 0.005 -1.159 1.214
H 1.1527 1.8728 5.8157 1.176 0.759 -1.009
H -0.0520 3.0917 0.6976 0.488 -0.196 -0.736
H -1.9409 1.6878 -1.0358 0.545 1.333 0.542
H -1.6011 3.3753 -1.6936 0.113 -1.093 1.202
H -3.6227 3.3470 -0.0758 1.435 0.186 0.305
H -2.2997 4.5806 0.2923 -0.360 -1.429 0.267
H -3.1864 3.5219 2.4057 1.018 -0.621 -0.884
H -1.4621 2.9501 2.2541 -1.182 -0.209 -0.825
H -2.9065 1.2851 2.8053 -0.171 -0.155 -0.957
H 0.3370 3.8761 -2.6920 1.024 -0.811 0.281
H 1.6524 2.7221 -4.2173 0.082 0.048 1.148
H -1.2584 1.5398 -4.0336 0.006 0.520 -0.251
H 0.3385 -0.0575 -4.2856 0.443 -0.202 1.568
H -0.6502 -0.5336 -2.8572 1.638 0.019 -0.098
H -0.8370 -3.4682 -3.3156 0.815 1.029 -0.952
H -1.3900 -1.9970 -4.2485 1.341 -0.633 0.299
H -0.2454 -3.1508 -5.0714 -0.233 0.482 1.496
H 2.3402 0.6630 -4.2509 0.229 -0.331 1.732
H 4.4349 1.3691 -1.9924 -0.785 0.055 -0.935
H 3.2871 2.5457 -2.7626 0.362 -1.251 -0.021
H 4.4429 1.6293 -3.8142 -0.855 -0.116 1.402
H 3.1696 -1.9484 -3.3747 0.095 1.343 -0.274
H 3.6863 -1.0321 -4.8371 -0.583 0.416 1.623
H 5.7354 -0.2077 -3.8400 -0.629 -1.021 0.909
H 5.6102 -1.9880 -3.3379 -0.720 1.418 0.028
H 5.2544 -0.6725 -2.1185 -0.112 -0.338 -1.301
C -5.4993 -3.0055 0.7231 0.363 0.360 0.124
C -6.6738 -3.2805 0.1500 0.054 -1.377 0.176
C -7.5384 -2.2016 -0.4090 -0.393 0.671 -0.242
O -8.5932 -2.4931 -0.9406 0.255 -0.292 0.164
C -7.0743 -0.8167 -0.2873 -0.188 -0.242 -0.091
C -5.9018 -0.5405 0.2888 -0.166 1.193 -0.210
C -5.0240 -1.6235 0.8237 0.183 -0.663 0.217
O -3.9476 -1.3387 1.3282 -1.197 0.379 -0.120
O -5.4612 0.7387 0.4103 0.247 -1.259 0.134
O -7.1289 -4.5528 0.0512 -0.051 1.295 -0.180
H -4.8624 -3.7796 1.1300 -0.037 0.006 -0.012
H -7.7187 -0.0423 -0.6808 0.017 -0.017 0.012
H -4.5914 0.6799 0.8593 -0.017 0.241 0.069
H -7.9923 -4.4857 -0.4003 0.038 -0.100 0.031
C -3.0382 -6.2689 -5.9470 0.321 0.098 0.362
C -3.2686 -6.6308 -7.2115 -1.350 0.148 0.053
C -2.1548 -7.0174 -8.1254 0.679 -0.178 -0.382
O -2.4053 -7.3594 -9.2656 -0.301 0.130 0.261
C -0.7862 -6.9626 -7.6023 -0.208 -0.045 -0.239
C -0.5568 -6.5976 -6.3394 1.187 -0.143 -0.147
C -1.6726 -6.2376 -5.4185 -0.761 0.096 0.215
O -1.4236 -5.9264 -4.2656 0.332 -0.002 -0.165
O 0.7044 -6.5388 -5.8390 -1.146 0.160 0.123
O -4.5253 -6.6631 -7.7178 1.287 -0.136 -0.050
H -3.8370 -5.9885 -5.2736 0.012 -0.033 -0.026
H 0.0142 -7.2282 -8.2796 -0.020 -0.006 0.025
H 0.6022 -6.2527 -4.9116 0.067 -0.071 -0.057
H -4.4249 -6.9559 -8.6441 -0.098 0.008 0.047
C 0.3678 -1.7065 6.0561 -0.261 0.470 -0.406
C 0.2810 -2.5413 7.0956 1.337 -0.638 -0.086
C -0.9442 -2.6013 7.9448 -0.697 0.039 0.430
O -0.9943 -3.3867 8.8709 0.337 0.058 -0.270
C -2.0489 -1.6924 7.6222 0.101 -0.187 0.148
C -1.9592 -0.8571 6.5860 -1.011 0.376 0.210
C -0.7451 -0.8171 5.7210 0.745 -0.375 -0.099
O -0.7065 -0.0507 4.7682 -0.321 0.256 0.108
O -2.9722 -0.0067 6.2747 0.980 -0.388 -0.202
O 1.3013 -3.3686 7.4208 -1.272 0.579 0.095
H 1.2496 -1.6548 5.4312 -0.002 -0.015 0.039
H -2.9248 -1.7325 8.2556 0.018 -0.001 -0.024
H -2.6646 0.4844 5.4918 -0.063 -0.049 0.101
H 0.9933 -3.8672 8.2024 0.115 -0.035 -0.035
C -0.7076 8.2205 1.6174 -0.046 0.128 0.106
C -0.3372 7.0222 1.1647 -0.330 0.242 -0.912
C 0.3432 6.0326 2.0485 0.258 0.212 0.988
O 0.6514 4.9331 1.6013 -0.612 0.154 -0.206
C 0.6228 6.4203 3.4293 0.050 -0.606 -0.568
C 0.2559 7.6223 3.8850 0.511 -0.047 1.447
C -0.4495 8.6031 3.0100 -0.361 0.565 -0.463
O -0.7843 9.6790 3.4631 0.214 -0.359 0.172
O 0.5090 7.9978 5.1588 -0.513 0.088 -1.392
O -0.5662 6.6510 -0.1252 0.317 -0.293 0.935
H -1.2039 8.9465 0.9872 0.011 -0.024 0.016
H 1.1330 5.6982 4.0534 0.005 0.016 -0.019
H 0.1471 8.9018 5.2411 0.057 -0.031 0.133
H -0.2086 5.7480 -0.2021 0.019 0.155 -0.067
```
Positions in Å, forces in eV/Å.

***

Summary of max |F| in eV Å⁻¹
5.2, 3.9, 7.4
(order as listed above)
Summary of E_tot in Eh
-1434.3006, -896.6990, -4477.7029
(order as listed above)